11
Properties=species:S:1:pos:R:3:mulliken_charge:R:1 method="wB97M-V/def2-TZVPD" homo_lumo_gap_ev=9.32 total_energy_ev=-28940.833 relative_energy_kj_mol=21.2
C 0.68 1.03 -0.18 -0.73
C -0.15 0.10 0.24 0.24
S 0.39 -1.60 0.51 -0.22
S -1.89 0.41 0.46 -0.17
H 0.32 2.04 -0.36 0.25
H 1.72 0.85 -0.33 0.28
H 0.12 -2.01 -0.72 0.15
H -2.23 -0.86 0.66 0.15
O 0.39 -1.09 4.32 -0.36
C 0.32 -0.32 3.47 0.74
O 0.26 0.43 2.61 -0.32


10
Properties=species:S:1:pos:R:3:mulliken_charge:R:1 method="wB97M-V/def2-TZVPD" homo_lumo_gap_ev=8.05 total_energy_ev=-9314.435 relative_energy_kj_mol=411.6
O -2.54 0.27 0.19 -0.43
C -1.59 0.98 0.04 0.21
C -0.11 -0.18 -0.05 0.23
O -0.68 -1.38 0.11 -0.51
C 1.32 -0.34 0.03 -0.35
O 2.23 0.74 0.23 -0.50
H -1.64 2.02 -0.40 0.31
H -1.64 -1.46 0.31 0.38
H 1.66 -1.33 -0.05 0.35
H 2.99 0.68 -0.40 0.33


10
Properties=species:S:1:pos:R:3:mulliken_charge:R:1 method="wB97M-V/def2-TZVPD" homo_lumo_gap_ev=9.72 total_energy_ev=-9313.525 relative_energy_kj_mol=499.4
O -0.66 1.69 1.20 -0.51
C -0.77 0.79 0.44 0.87
O -0.47 -0.79 1.28 -0.43
C 0.66 -0.85 0.71 -0.27
C -0.06 0.26 -1.01 -0.64
O -1.47 0.42 -0.60 -0.32
H 1.45 -0.12 0.88 0.31
H 0.97 -1.80 0.26 0.37
H 0.30 1.10 -1.59 0.31
H 0.04 -0.69 -1.53 0.32